<i>
Entry from the Open Molecules 2025 dataset: a cluster of 4 separate species, C3H15NO3 in total (wB97M-V/def2-TZVPD).

Values from the calculation:
HOMO energy in eV: -9.01
SMILES string: CCCN.O.O.O
Kohn-Sham gap in eV: 9.77
Spin multiplicity: 1

XYZ file:
```
22
Properties=species:S:1:pos:R:3:nbo_charge:R:1
C -2.25 -0.68 0.08 -0.618
C -1.49 -0.62 1.45 -0.413
C -0.73 0.74 1.44 -0.205
N 0.29 0.78 0.41 -0.898
H -3.25 -0.25 0.22 0.199
H -2.33 -1.70 -0.30 0.206
H -1.84 -0.06 -0.73 0.219
H -2.09 -0.76 2.34 0.215
H -0.70 -1.37 1.33 0.202
H -0.28 1.05 2.42 0.173
H -1.35 1.56 1.03 0.180
H 0.93 0.01 0.27 0.390
H 0.85 1.62 0.42 0.367
O 2.44 -0.66 -2.17 -0.945
H 2.04 -1.52 -2.35 0.464
H 1.66 -0.17 -2.49 0.482
O -0.33 1.47 -2.52 -0.977
H -0.96 2.20 -2.52 0.465
H -0.26 1.29 -1.57 0.489
O 2.83 -0.95 1.11 -0.954
H 3.45 -1.17 1.80 0.471
H 3.38 -0.81 0.32 0.486
```

***

<ii>
Entry from the Open Molecules 2025 dataset: a cluster of 4 separate species, C3H15NO3 in total (wB97M-V/def2-TZVPD).

Values from the calculation:
HOMO energy in eV: -9.27
SMILES string: CCNC.O.O.O
Kohn-Sham gap in eV: 9.66
Spin multiplicity: 1

XYZ file:
```
22
Properties=species:S:1:pos:R:3:nbo_charge:R:1
C 1.87 -0.96 -2.14 -0.644
C 1.02 0.19 -1.63 -0.219
N 0.73 -0.11 -0.14 -0.661
C -0.14 -1.25 0.20 -0.459
H 2.59 -0.38 -2.84 0.219
H 1.41 -1.85 -2.52 0.218
H 2.61 -1.26 -1.46 0.220
H 0.00 0.45 -2.09 0.198
H 1.74 1.09 -1.58 0.210
H 0.13 0.75 0.26 0.358
H 0.26 -2.30 0.08 0.199
H -0.51 -1.25 1.28 0.208
H -1.13 -1.39 -0.37 0.177
O -2.02 2.10 1.37 -0.927
H -1.42 1.54 1.86 0.469
H -1.89 2.84 1.86 0.467
O -4.67 0.69 1.44 -0.951
H -5.22 1.45 1.20 0.461
H -3.79 1.04 1.27 0.483
O 2.90 -0.10 1.54 -0.967
H 3.50 -0.77 1.25 0.451
H 2.03 -0.50 1.17 0.490
```

***

The most stable of them is <i>.

***

<i>
Entry from the Open Molecules 2025 dataset: a cluster of 4 separate species, C3H15NO3 in total (wB97M-V/def2-TZVPD).

Values from the calculation:
HOMO energy in eV: -8.35
SMILES string: CCNC.O.O.O
Kohn-Sham gap in eV: 9.03
Spin multiplicity: 1

XYZ file:
```
22
Properties=species:S:1:pos:R:3:nbo_charge:R:1
C -1.07 -1.55 0.36 -0.638
C -1.57 -0.17 -0.06 -0.216
N -0.58 0.91 -0.03 -0.698
C -0.79 2.35 0.26 -0.401
H -1.87 -2.24 0.66 0.210
H -0.42 -1.45 1.22 0.224
H -0.57 -2.23 -0.34 0.207
H -2.39 0.09 0.61 0.189
H -1.88 -0.19 -1.11 0.189
H 0.19 0.79 -0.67 0.384
H 0.05 2.69 0.88 0.187
H -0.66 2.87 -0.69 0.189
H -1.75 2.47 0.74 0.199
O 2.11 -0.78 -0.37 -0.979
H 1.83 -0.47 0.51 0.508
H 2.93 -1.24 -0.29 0.484
O 0.54 -0.46 -2.67 -0.956
H 0.31 -1.39 -2.65 0.458
H 1.24 -0.57 -2.00 0.488
O 0.82 0.01 2.46 -0.990
H 0.11 -0.08 3.09 0.475
H 0.43 0.50 1.69 0.490
```

***

<ii>
Entry from the Open Molecules 2025 dataset: a cluster of 4 separate species, C3H15NO3 in total (wB97M-V/def2-TZVPD).

Values from the calculation:
HOMO energy in eV: -9.25
SMILES string: CC(C)N.O.O.O
Kohn-Sham gap in eV: 9.89
Spin multiplicity: 1

XYZ file:
```
22
Properties=species:S:1:pos:R:3:nbo_charge:R:1
C 0.78 -1.79 0.41 -0.617
C 0.37 -0.33 0.71 -0.059
C -0.97 -0.40 1.43 -0.635
N 1.43 0.37 1.41 -0.856
H 0.35 -1.99 -0.57 0.211
H 1.86 -1.88 0.48 0.217
H 0.43 -2.55 1.10 0.203
H 0.27 0.18 -0.25 0.182
H -1.48 0.53 1.68 0.205
H -1.74 -0.91 0.85 0.237
H -0.77 -1.05 2.28 0.192
H 1.80 -0.14 2.20 0.363
H 1.22 1.32 1.66 0.346
O -0.45 0.99 -2.39 -0.972
H -0.50 1.18 -3.32 0.490
H -0.53 1.79 -1.86 0.509
O 1.08 2.80 -0.58 -0.944
H 1.70 2.13 -0.89 0.486
H 0.71 2.48 0.23 0.465
O -2.19 -0.75 -1.41 -0.971
H -1.98 -1.69 -1.38 0.457
H -1.40 -0.31 -1.78 0.491
```

***

<iii>
Entry from the Open Molecules 2025 dataset: a cluster of 4 separate species, C3H15NO3 in total (wB97M-V/def2-TZVPD).

Values from the calculation:
HOMO energy in eV: -9.09
SMILES string: CCCN.O.O.O
Kohn-Sham gap in eV: 9.54
Spin multiplicity: 1

XYZ file:
```
22
Properties=species:S:1:pos:R:3:nbo_charge:R:1
C 1.24 -0.35 1.71 -0.608
C 0.27 0.40 0.77 -0.416
C -0.60 -0.57 -0.06 -0.218
N -2.01 -0.17 -0.12 -0.830
H 1.43 -1.38 1.41 0.205
H 0.76 -0.44 2.65 0.202
H 2.13 0.25 1.84 0.208
H -0.27 1.18 1.30 0.197
H 0.91 0.96 0.06 0.182
H -0.59 -1.57 0.37 0.185
H -0.15 -0.64 -1.05 0.192
H -2.08 0.80 -0.39 0.345
H -2.44 -0.33 0.78 0.353
O 1.24 1.73 -3.27 -0.938
H 1.91 1.45 -2.64 0.470
H 0.69 2.37 -2.82 0.470
O -0.85 5.02 1.60 -0.937
H -1.42 4.27 1.43 0.467
H -1.34 5.80 1.33 0.470
O 0.05 -6.11 -1.74 -0.938
H 0.22 -7.02 -1.45 0.469
H 0.89 -5.65 -1.72 0.469
```

***

The most stable of them is <ii>.

***

<i>
Entry from the Open Molecules 2025 dataset: a cluster of 2 separate species, C2H3FN in total (wB97M-V/def2-TZVPD).

Values from the calculation:
HOMO energy (alpha / beta) in eV: -13.97 / -13.34
Kohn-Sham gap (alpha / beta) in eV: 7.75 / 7.46
Spin multiplicity: 1
Charge: +1

XYZ file:
```
7
Properties=species:S:1:pos:R:3:nbo_charge:R:1
C 0.17 -0.70 0.51 0.095
C 2.13 0.65 -0.36 0.628
N -1.11 -0.02 0.06 -0.868
F 3.06 0.06 0.09 -0.220
H -0.98 0.79 -0.50 0.456
H -1.75 0.04 0.79 0.441
H -1.51 -0.82 -0.59 0.468
```

***

<ii>
Entry from the Open Molecules 2025 dataset: the ion C2H3FN with charge +1 (wB97M-V/def2-TZVPD).

Values from the calculation:
HOMO energy in eV: -19.42
SMILES string: CC#[N+]F
Kohn-Sham gap in eV: 11.81
Spin multiplicity: 1
Charge: +1

XYZ file:
```
7
Properties=species:S:1:pos:R:3:nbo_charge:R:1
C 0.00 -0.15 -0.10 -0.733
C -0.01 -1.20 -1.01 0.636
N -0.26 -2.02 -1.81 0.107
F -0.20 -3.29 -2.49 0.011
H 0.95 0.23 -0.11 0.308
H -0.31 -0.74 0.78 0.327
H -0.68 0.59 -0.69 0.344
```

***

The most stable of them is <ii>.